{"formula": "C28H48ClGeN6PPdSi3", "method": "ωB97M-V/def2-TZVPD", "elements": ["Pd", "Ge", "Cl", "P", "Si", "Si", "Si", "N", "N", "N", "N", "N", "N", "C", "C", "C", "C", "C", "C", "C", "C", "C", "C", "C", "C", "C", "C", "C", "C", "C", "C", "C", "C", "C", "C", "C", "C", "C", "C", "C", "C", "H", "H", "H", "H", "H", "H", "H", "H", "H", "H", "H", "H", "H", "H", "H", "H", "H", "H", "H", "H", "H", "H", "H", "H", "H", "H", "H", "H", "H", "H", "H", "H", "H", "H", "H", "H", "H", "H", "H", "H", "H", "H", "H", "H", "H", "H", "H", "H"], "positions_angstrom": [[0.61745, -1.00806, 0.74858], [1.87049, 0.85917, 1.09389], [-3.87251, 4.39438, -6.05559], [-2.78107, -2.33941, 0.24231], [2.53119, 2.56734, -0.48813], [2.77316, -1.58122, 0.17883], [2.27377, 1.47654, 3.40027], [-2.22265, -2.53198, -2.49951], [-1.41410, -0.11408, 1.28010], [-3.52621, 0.31064, 0.82286], [-0.41748, -2.23626, -1.25878], [-2.10761, -4.23329, 2.16224], [-0.40712, -2.92195, 1.66183], [2.25912, -0.09403, 4.42249], [-2.53624, -0.62144, 0.79910], [-3.61600, -2.60594, -2.90930], [-2.57845, 2.18376, -5.19593], [-1.28365, 1.04986, -1.90592], [4.17014, -0.73422, 1.17459], [4.39295, 2.75974, -0.36197], [-1.73272, -2.34588, -1.24069], [-3.11559, 3.42111, -4.84553], [2.02819, 2.20803, -2.25820], [-3.43788, -4.82503, 2.17612], [1.67555, 4.11503, 0.14978], [-1.05394, -4.63904, 2.92636], [-2.99675, 1.45735, 1.34447], [-0.04488, -2.36274, -2.56492], [-0.00979, -3.81712, 2.60659], [-1.69222, 1.17822, 1.62790], [-2.44427, 3.10889, -2.57053], [3.91753, 2.36768, 3.52638], [-1.15228, -2.53891, -3.34723], [-1.67750, -3.18402, 1.40507], [3.19919, -1.25891, -1.63643], [-3.04674, 3.88524, -3.53368], [-4.88713, 0.17693, 0.32528], [-1.97650, 1.40831, -4.23252], [-1.89023, 1.84040, -2.88337], [0.90014, 2.61246, 3.99061], [2.94679, -3.41946, 0.52207], [1.18490, 3.01243, 4.96738], [2.90973, 2.03739, -2.87869], [0.72624, 3.46203, 3.32707], [4.25520, 0.36269, 1.08380], [3.23031, -0.59115, 4.42665], [-0.85431, 0.08812, -2.15078], [-3.70330, -3.27364, -3.76288], [4.09463, -0.97817, 2.23661], [3.92200, -3.78188, 0.18671], [1.47989, 3.05758, -2.67123], [-4.17493, -4.10633, 2.52922], [1.79220, 4.92788, -0.57121], [-0.95735, 1.82627, 2.07640], [2.85075, -3.64878, 1.58402], [2.00737, 0.14719, 5.45853], [-2.38466, 3.46861, -1.54978], [0.60295, 3.96396, 0.29719], [2.17008, -3.97149, -0.01165], [0.98617, -2.33241, -2.87094], [4.02156, -0.54567, -1.73330], [-3.58546, 2.34933, 1.47216], [3.89279, 3.33407, 3.01927], [1.51314, -0.79848, 4.04780], [-4.98316, 0.66613, -0.64336], [5.13721, -1.09815, 0.81317], [4.91700, 1.89443, -0.77226], [-2.63705, 1.85056, -6.22304], [3.51954, -2.18688, -2.11702], [0.99130, -3.82201, 3.00111], [2.10668, 4.44329, 1.09799], [-1.20621, 1.39061, -0.88309], [-3.71474, -5.16710, 1.18128], [-1.54808, 0.44945, -4.50062], [-3.98661, -1.61882, -3.18545], [-3.46504, 4.85176, -3.28820], [4.72866, 2.91481, 0.66426], [-1.27116, -2.67728, -4.40822], [-4.21542, -3.00119, -2.09308], [4.73398, 1.77843, 3.10542], [2.35720, -0.85610, -2.19767], [-1.13747, -5.46054, 3.61611], [4.15272, 2.55378, 4.57775], [1.38080, 1.33523, -2.33849], [-5.13110, -0.87709, 0.22282], [-0.03895, 2.07233, 4.12398], [-3.42643, -5.67723, 2.84949], [-5.57751, 0.63184, 1.03183], [4.69977, 3.63207, -0.94650]], "forces_ev_per_a": [[-0.5, 0.1, 0.2], [0.1, 0.1, -0.1], [0.0, 0.0, 0.0], [0.0, 0.0, 0.0], [0.1, 0.0, 0.1], [0.2, -0.1, 0.0], [0.1, 0.0, 0.0], [0.0, 0.0, 0.0], [0.0, 0.0, -0.1], [0.0, 0.0, 0.0], [0.0, 0.0, 0.0], [0.0, 0.0, 0.0], [0.1, 0.0, 0.0], [0.0, 0.0, 0.0], [0.0, 0.0, 0.0], [0.0, 0.0, 0.0], [0.0, 0.0, 0.0], [0.0, -0.1, 0.0], [0.0, 0.0, 0.0], [0.0, 0.1, -0.1], [0.1, 0.0, 0.0], [0.0, 0.0, 0.0], [0.0, 0.0, 0.0], [0.0, 0.0, 0.0], [0.0, 0.0, 0.0], [0.0, 0.0, 0.0], [0.0, 0.0, 0.0], [0.0, 0.0, 0.0], [0.0, 0.0, 0.0], [0.0, 0.0, 0.0], [0.0, 0.0, 0.0], [0.0, 0.0, 0.1], [0.0, 0.0, 0.0], [0.0, -0.1, 0.0], [0.0, 0.0, 0.0], [0.0, 0.0, 0.0], [0.0, 0.0, 0.0], [0.0, 0.0, 0.0], [-0.1, 0.0, 0.0], [0.0, 0.0, 0.0], [0.0, 0.0, 0.0], [0.0, 0.0, 0.0], [0.0, 0.0, 0.0], [0.0, 0.0, 0.0], [0.0, 0.0, 0.0], [0.0, 0.0, 0.0], [0.0, 0.0, 0.0], [0.0, 0.0, 0.0], [0.0, 0.0, 0.0], [0.0, 0.0, 0.0], [0.0, 0.0, 0.0], [0.0, 0.0, 0.0], [0.0, 0.0, 0.0], [0.0, 0.0, 0.0], [0.0, 0.0, 0.0], [0.0, 0.0, 0.0], [0.0, 0.0, 0.0], [0.0, 0.0, 0.0], [0.0, 0.0, 0.0], [0.0, 0.0, 0.0], [0.0, 0.0, 0.0], [0.0, 0.0, 0.0], [0.0, 0.0, 0.0], [0.0, 0.0, 0.0], [0.0, 0.0, 0.0], [0.0, 0.0, 0.0], [0.0, 0.0, 0.0], [0.0, 0.0, 0.0], [0.0, 0.0, 0.0], [0.0, 0.0, 0.0], [0.0, 0.0, 0.0], [0.0, 0.0, 0.0], [0.0, 0.0, 0.0], [0.0, 0.0, 0.0], [0.0, 0.0, 0.0], [0.0, 0.0, 0.0], [0.0, 0.0, 0.0], [0.0, 0.0, 0.0], [0.0, 0.0, 0.0], [0.0, 0.0, 0.0], [0.0, 0.0, 0.0], [0.0, 0.0, 0.0], [0.0, 0.0, 0.0], [0.0, 0.0, 0.0], [0.0, 0.0, 0.0], [0.0, 0.0, 0.0], [0.0, 0.0, 0.0], [0.0, 0.0, 0.0], [0.0, 0.0, 0.0]], "charge": 1, "homo_energy_ev": [-9.35, -10.24], "lumo_energy_ev": [-2.81, -2.89], "e_tot_ha": -5298.99095, "multiplicity": 2}